Entry 1:
{
  "formula": "C16H23BN2O6",
  "method": "ωB97M-V/def2-TZVPD",
  "charge": 0,
  "de_lowest_kj_mol": 0.0,
  "multiplicity": 1,
  "smiles": "COc1ccc(C(=O)N2C[C@H](CCCB(O)O)[C@](N)(C(=O)O)C2)cc1",
  "homo_lumo_gap_ha": 0.33228,
  "homo_ev": -8.692,
  "symbols": ["O", "O", "O", "O", "O", "O", "N", "N", "C", "C", "C", "C", "C", "C", "C", "C", "C", "C", "C", "C", "C", "C", "C", "C", "B", "H", "H", "H", "H", "H", "H", "H", "H", "H", "H", "H", "H", "H", "H", "H", "H", "H", "H", "H", "H", "H", "H", "H"],
  "xyz": [[0.056575, 1.741388, 2.161138], [-1.922527, -5.923595, 3.167114], [-1.812899, -4.095192, 4.778624], [0.365697, -1.736771, -2.091527], [-1.628847, -2.210129, -3.063506], [4.541849, 3.892761, -1.684459], [-2.842848, -0.049868, -2.104947], [-0.936706, 1.183929, 0.188077], [-2.062962, -0.924036, 0.011221], [-1.619624, -0.451901, -1.439719], [-1.958394, 0.372444, 0.880186], [-1.100241, -1.991591, 0.643649], [3.523898, 2.332143, -0.281798], [1.000468, 3.373881, -0.740906], [0.077609, 1.766987, 0.940383], [2.067752, 3.909278, -1.407803], [3.359032, 3.413150, -1.141283], [-1.695471, -2.715203, 1.862270], [2.440252, 1.788923, 0.367206], [-0.966535, -1.543422, -2.282905], [-0.787708, -3.687743, 2.544532], [1.174419, 2.330949, 0.158113], [4.375782, 4.996611, -2.562433], [-0.692514, 0.743299, -1.180488], [-1.586006, -4.625070, 3.535757], [-0.214310, -4.315308, 1.883463], [-1.859143, -6.265973, 2.269573], [-3.066797, -1.272260, -0.090138], [-2.699429, 0.492899, -2.968193], [5.346855, 5.243830, -2.970836], [-1.566278, 0.212728, 1.916968], [0.349558, 0.529994, -1.351186], [4.507121, 1.955205, -0.082874], [1.909124, 4.754892, -2.076436], [-0.077683, -3.169300, 3.168315], [-2.894859, 0.980692, 0.973401], [-2.086975, -4.887571, 5.269561], [-0.786407, -2.772928, -0.072753], [-2.582723, -3.303868, 1.566454], [3.991884, 5.848886, -2.020260], [0.011243, 3.740607, -0.929718], [-2.082171, -1.964619, 2.586640], [-0.133099, -1.500766, 0.894209], [3.663928, 4.636331, -3.290475], [0.646671, -2.462686, -2.699924], [-3.286701, -0.893478, -2.420757], [2.475427, 0.916596, 1.001698], [-0.935289, 1.604875, -1.813233]],
  "forces_ev_per_a": [[0.17, 0.27, -0.21], [-0.57, 0.21, 1.20], [-0.35, -1.85, -0.12], [-0.46, -0.38, -0.66], [1.19, 0.53, 0.81], [-0.79, -0.14, 0.62], [-0.25, 0.95, -0.42], [0.49, -0.27, 0.95], [2.12, 0.15, 0.41], [-0.01, 0.46, 0.58], [-0.06, 0.57, 0.07], [0.04, -0.06, -0.38], [-0.06, -0.02, 0.19], [-0.31, -0.76, 0.48], [-1.68, -1.23, 0.14], [1.37, 0.68, -0.39], [0.52, 0.16, -0.30], [-1.06, 0.82, -0.46], [-0.68, 0.25, -0.25], [-0.37, -1.11, -0.53], [0.08, -0.41, 1.06], [0.75, 0.43, -0.22], [-0.06, -0.75, 0.39], [-0.56, 0.92, -0.22], [1.04, 0.31, -1.57], [0.19, -0.14, -0.73], [0.29, 0.62, 0.21], [-0.67, -0.42, 0.16], [0.29, -0.25, 0.64], [0.06, -0.13, -0.20], [-0.49, -0.16, -0.86], [0.32, -0.31, 0.05], [0.41, -0.09, -0.14], [0.08, -0.30, 0.17], [0.51, 0.37, 0.15], [0.57, -0.77, -0.25], [-0.33, 0.51, 0.65], [-0.41, 0.28, 0.05], [0.04, 0.51, -0.38], [-0.23, 0.38, 0.08], [-0.37, 0.26, -0.01], [0.28, -0.44, -0.28], [-0.57, -0.09, 0.13], [-0.04, 0.58, -0.82], [-0.35, 0.61, 0.53], [-0.42, -0.35, -0.07], [0.48, 0.05, 0.23], [-0.12, -0.44, -0.48]]
}



Entry 2:
{
  "formula": "C16H23Br36FO3Si2",
  "method": "ωB97M-V/def2-TZVPD",
  "charge": 0,
  "de_lowest_kj_mol": 0.0,
  "multiplicity": 1,
  "homo_lumo_gap_ha": 0.36387,
  "homo_ev": -10.115,
  "symbols": ["Br", "Br", "Br", "Br", "Br", "Br", "Br", "Br", "Br", "Br", "Br", "Br", "Br", "Br", "Br", "Br", "Br", "Br", "Br", "Br", "Br", "Br", "Br", "Br", "Br", "Br", "Br", "Br", "Br", "Br", "Br", "Br", "Br", "Br", "Br", "Br", "Si", "Si", "F", "O", "O", "O", "C", "C", "C", "C", "C", "C", "C", "C", "C", "C", "C", "C", "C", "C", "C", "C", "H", "H", "H", "H", "H", "H", "H", "H", "H", "H", "H", "H", "H", "H", "H", "H", "H", "H", "H", "H", "H", "H", "H"],
  "xyz": [[-3.367585, -1.211470, -0.703169], [-6.947945, -0.997680, 1.155805], [4.413694, 0.274606, -2.192994], [6.397895, 0.300491, 9.079905], [-5.405460, 4.564018, -1.424433], [2.115072, 2.967052, 10.578879], [-8.626833, 4.840836, -12.416479], [-6.671457, 8.330379, -5.904494], [-5.819282, 1.967453, 1.222764], [-4.961337, 4.548226, -4.560170], [-0.437907, -5.988451, -3.655838], [-3.448079, 1.764721, -1.770418], [-2.682575, -0.608111, -3.744118], [-1.286003, -3.813687, -1.511598], [-5.551647, 6.524258, -8.261609], [-0.362141, -5.775038, -7.442632], [-7.260173, 0.865958, -1.397999], [0.638655, 0.185321, 10.183248], [4.729168, 0.116739, 11.774794], [5.441201, -4.526332, 5.045657], [-7.094972, 7.575766, -11.895822], [7.303696, -2.569293, 6.733145], [3.904052, 6.582954, -2.574175], [6.418018, 7.580591, -0.910741], [5.117375, -1.386846, 4.760151], [1.019568, 1.373846, 13.101153], [-4.131020, 7.097753, -2.858506], [2.640438, -6.321098, -8.321266], [-0.764900, -6.826531, -0.636567], [4.147943, -1.917373, 9.413403], [4.455195, 5.403983, 0.319615], [1.935409, -3.801123, -6.518078], [3.468234, 3.109743, -3.249562], [-4.226261, 9.340810, -7.657543], [-9.536480, 6.750703, -10.043659], [3.626742, 0.650961, -5.249362], [0.749499, -1.018432, 0.442970], [2.802697, -2.578253, 1.763490], [0.755388, -0.335681, -1.015773], [2.079255, -4.565762, 4.604439], [-0.152177, -4.649064, 4.706650], [1.790523, -2.272820, 0.464426], [5.487332, -0.858324, 10.303832], [-5.116116, 7.816307, -6.907427], [3.291168, 1.205422, -3.441810], [-7.176968, 0.799603, 0.517606], [2.040357, -5.340135, 1.765738], [0.811124, -4.941316, 2.579492], [5.578993, -2.835822, 5.936103], [3.232694, -4.376230, 1.829923], [-8.062469, 6.121621, -11.100855], [-0.260430, -5.405998, -1.830556], [-2.604879, 0.052639, -1.943164], [1.490415, -5.615669, -6.955041], [-5.356633, 5.628719, -3.021501], [1.030953, -4.693491, 4.049095], [5.245958, 6.106730, -1.281895], [0.755386, 1.784137, 11.241932], [1.205876, -0.021802, 1.430943], [2.107075, -2.139632, 2.996805], [-6.343686, 6.046987, -3.163972], [4.013705, -1.742905, 1.609812], [2.352346, -6.347555, 2.063294], [-7.385747, 5.612788, -10.429103], [1.643316, -6.209262, -6.064154], [-1.559119, 0.162504, -1.686481], [-0.616003, -1.476309, 0.731455], [-4.430986, 7.341608, -6.216863], [2.266740, 0.951803, -3.204918], [3.814147, -4.526577, 2.746168], [3.917373, -4.594351, 0.999241], [1.714380, -5.412915, 0.723757], [-0.190573, 2.299636, 11.157783], [4.855031, -2.834716, 6.741669], [-8.125853, 1.154981, 0.893099], [5.842701, 5.318024, -1.719154], [0.781679, -5.170156, -1.658953], [0.311278, -4.057607, 2.157406], [-0.049586, -4.083315, 5.487149], [6.219843, -1.543342, 10.706680], [0.053695, -5.730202, 2.523375]],
  "forces_ev_per_a": [[-0.11, 0.05, 0.02], [-0.01, -0.05, 0.02], [0.02, -0.07, 0.06], [0.00, 0.12, -0.02], [-0.10, 0.04, 0.10], [0.02, 0.04, -0.02], [-0.01, -0.03, -0.03], [-0.05, -0.02, 0.06], [0.00, 0.03, 0.05], [0.00, 0.02, -0.09], [0.03, 0.06, -0.13], [0.10, 0.03, -0.11], [0.01, -0.01, -0.05], [0.03, -0.05, 0.06], [0.04, -0.09, -0.01], [-0.06, -0.05, 0.01], [0.01, 0.00, -0.04], [-0.01, -0.03, -0.02], [-0.03, -0.01, 0.03], [0.16, -0.10, 0.05], [0.03, 0.04, -0.03], [0.09, -0.08, -0.02], [-0.03, 0.05, -0.04], [0.03, 0.03, 0.01], [-0.02, 0.04, -0.02], [0.01, 0.00, 0.04], [0.05, 0.06, -0.03], [0.03, -0.02, -0.03], [0.04, 0.01, 0.13], [-0.04, -0.05, -0.02], [-0.02, -0.02, 0.04], [0.04, 0.07, 0.05], [-0.03, 0.06, 0.01], [0.03, 0.04, -0.01], [-0.03, 0.01, 0.03], [-0.01, -0.05, -0.05], [0.06, 0.00, 0.02], [0.28, 0.11, 0.03], [-0.08, -0.10, 0.15], [0.56, 0.25, 0.30], [-0.34, 0.59, -0.12], [-0.05, 0.05, 0.14], [0.03, 0.00, 0.04], [0.03, -0.02, 0.06], [-0.06, 0.02, 0.05], [-0.05, 0.02, 0.01], [-0.03, -0.02, 0.03], [-0.21, -0.32, -0.02], [-0.17, 0.04, 0.10], [0.19, -0.16, -0.13], [0.03, -0.01, 0.05], [0.00, -0.02, -0.10], [0.09, -0.03, 0.05], [0.00, 0.00, 0.04], [-0.04, 0.01, -0.02], [-0.39, -0.25, -0.41], [0.02, -0.08, -0.03], [0.00, 0.01, -0.01], [-0.04, 0.11, -0.15], [-0.08, 0.01, -0.05], [0.02, 0.00, -0.02], [-0.01, -0.02, -0.04], [0.01, 0.12, -0.04], [-0.01, 0.00, -0.01], [-0.01, 0.01, -0.01], [-0.03, -0.01, -0.02], [-0.01, 0.05, -0.12], [-0.02, -0.02, -0.01], [0.02, -0.02, 0.00], [-0.15, 0.09, -0.10], [-0.08, 0.03, 0.08], [-0.02, -0.07, 0.09], [0.01, -0.02, 0.00], [0.06, 0.01, -0.06], [0.02, -0.01, 0.00], [-0.01, 0.01, 0.00], [-0.03, -0.03, 0.02], [0.13, -0.03, 0.14], [0.16, -0.42, 0.13], [-0.03, -0.01, 0.00], [0.02, 0.06, -0.10]]
}